No. 1
This record from OMol25 describes an isolated molecule of C4H9OPS2. The level of theory is ωB97M-V/def2-TZVPD.

Calculated values
**SMILES**: CSC(=S)P(C)(C)=O
**ΔE to the lowest compared entry with this formula, charge and spin**: 0.611 eV
**HOMO**: -8.375 eV
**Maximum force**: 0.077 hartree/bohr

Geometry (Å):
C -0.205 -0.631 0.837
C 0.523 0.859 -1.639
C -2.173 1.140 -0.804
C 1.947 -1.466 2.226
O -1.360 -1.120 -2.203
P -0.973 -0.139 -1.208
S -0.516 0.314 2.111
S 0.846 -1.978 0.790
H 1.033 0.203 -2.307
H 0.222 1.781 -2.050
H 1.114 1.089 -0.595
H -2.534 0.868 0.217
H -1.565 2.066 -0.887
H -2.897 1.297 -1.631
H 1.548 -1.858 3.141
H 2.184 -0.446 1.977
H 2.806 -1.978 2.026

No. 2
This record from OMol25 describes a structure of composition C23H41F4N2O6P2Pd. The level of theory is ωB97M-V/def2-TZVPD.

Calculated values
**Charge**: +3
**HOMO (spin up / spin down)**: -18.161 / -18.158 eV
**Maximum force**: 0.077 hartree/bohr

Geometry (Å):
Pd -1.099 -0.619 -0.301
C -2.344 -3.138 -1.655
N -1.828 -2.880 -0.325
C -0.696 -3.716 0.002
C -2.824 -2.809 0.740
C -3.835 -1.668 0.568
N -3.173 -0.406 0.361
C -3.828 0.752 0.492
C -3.092 1.954 0.306
F -1.767 1.789 -0.033
C -3.614 3.218 0.456
F -2.841 4.272 0.281
C -4.960 3.375 0.797
C -5.738 2.237 0.981
F -7.003 2.365 1.305
C -5.207 0.954 0.830
F -5.992 -0.099 1.004
H -2.795 -4.139 -1.701
H -1.524 -3.120 -2.377
H -3.103 -2.410 -1.955
H -1.014 -4.761 0.119
H -0.224 -3.393 0.935
H 0.039 -3.677 -0.804
H -2.295 -2.679 1.694
H -3.385 -3.756 0.792
H -4.462 -1.649 1.469
H -4.524 -1.881 -0.264
H -5.383 4.364 0.911
C 4.235 0.207 -3.733
C 3.408 -0.807 -2.971
C 4.171 -2.029 -2.502
O 2.808 -0.152 -1.810
P 1.279 0.051 -1.607
O 0.482 -1.220 -1.553
C 1.244 1.059 -0.090
P 1.056 0.081 1.446
O 0.108 -1.073 1.385
O 2.442 -0.477 1.896
C 3.605 0.322 2.262
C 4.160 -0.195 3.572
C 4.633 0.235 1.139
O 0.566 1.234 2.405
C -0.227 1.077 3.615
C 0.299 -0.036 4.505
C -0.245 2.437 4.287
O 0.822 0.964 -2.799
C -0.543 1.153 -3.243
C -0.699 2.627 -3.578
C -0.822 0.253 -4.437
H 4.660 -0.257 -4.618
H 5.045 0.577 -3.105
H 3.633 1.062 -4.034
H 2.587 -1.143 -3.623
H 5.004 -1.733 -1.864
H 4.569 -2.566 -3.360
H 3.524 -2.694 -1.935
H 0.449 1.809 -0.139
H 2.183 1.613 -0.045
H 3.278 1.361 2.384
H 4.471 -1.236 3.479
H 3.410 -0.161 4.363
H 5.018 0.401 3.875
H 4.961 -0.795 1.023
H 5.495 0.850 1.387
H 4.216 0.574 0.195
H -1.244 0.810 3.284
H 1.269 0.242 4.915
H 0.402 -0.962 3.940
H -0.384 -0.200 5.335
H 0.753 2.693 4.641
H -0.926 2.425 5.133
H -0.560 3.205 3.584
H -1.225 0.854 -2.400
H 0.021 2.890 -4.349
H -0.514 3.255 -2.710
H -1.697 2.826 -3.960
H -0.128 0.482 -5.243
H -1.832 0.423 -4.803
H -0.712 -0.795 -4.166